# C6H12O

The molecule C6H12O (the ωB97M-V functional and the def2-TZVPD basis, the OMol25 dataset).

For the strongest force on any atom, the calculation gives 0.37 eV/A. As for the frontier orbital gap: 10.44 eV. For the energy above the lowest of the compared OMol25 structures with the same formula, charge and spin, the calculation gives 24.7 kcal per mole.

Element x y z (Å)
C: 1.9170 -0.2275 1.0178
C: 1.3688 -0.4974 -0.3975
C: 0.2727 0.4406 -0.8699
C: -0.9481 -0.0493 -1.6297
C: -1.0947 0.4692 -0.2415
C: -1.4564 -0.4582 0.8917
O: -1.7271 1.7218 -0.1725
H: 2.9259 -0.6352 1.1468
H: 1.3167 -0.6761 1.8139
H: 1.9585 0.8404 1.2547
H: 1.0433 -1.5445 -0.4704
H: 2.2227 -0.4106 -1.0799
H: 0.6176 1.4276 -1.1866
H: -1.0752 -1.1181 -1.7961
H: -1.3366 0.5916 -2.4147
H: -2.5423 -0.5896 0.9308
H: -1.1286 -0.0345 1.8497
H: -0.9909 -1.4428 0.7742
H: -1.3432 2.1927 0.5791